42
Properties=species:S:1:pos:R:3:forces:R:3:mulliken_charge:R:1 method="wB97M-V/def2-TZVPD" homo_ev=-9.43 de_lowest_kcal_mol=0.0 lumo_energy_ev=0.3 smiles="CC(=O)Nc1ccc(S(=O)(=O)NC[C@H](CCC(=O)O)C(F)(F)F)cc1"
C 2.383 3.438 3.828 -0.01 0.20 -0.17 -1.38
C 2.166 2.617 2.582 0.05 -0.04 0.44 0.71
O 1.916 3.107 1.499 -0.01 0.27 -0.23 -0.68
N 2.275 1.275 2.796 0.06 -0.22 0.27 -0.18
C 2.018 0.283 1.840 -0.10 -0.26 -0.44 0.42
C 1.356 -0.881 2.230 0.09 0.08 -0.12 -0.73
C 0.983 -1.811 1.281 0.10 -0.03 0.17 -0.44
C 1.276 -1.573 -0.049 -0.37 -0.26 -0.41 -0.12
S 0.586 -2.634 -1.306 -0.49 -0.28 0.21 1.37
O 0.573 -1.892 -2.543 0.19 0.18 0.20 -0.68
O 1.200 -3.925 -1.311 0.01 -0.16 0.16 -0.75
N -0.964 -2.852 -0.703 1.04 -0.18 -0.13 -0.35
C -1.787 -1.671 -0.602 -0.15 0.55 -0.21 -0.83
C -2.235 -1.069 -1.950 -0.42 -0.04 0.00 0.68
C -2.349 0.462 -1.898 0.06 -0.14 -0.01 -1.33
C -0.985 1.156 -1.986 -0.10 0.03 0.17 -0.57
C -0.396 1.569 -0.653 -0.26 -0.16 -0.03 0.45
O -0.708 1.106 0.419 -0.14 0.06 0.17 -0.63
O 0.526 2.499 -0.807 0.51 0.61 -0.13 -0.52
C -3.567 -1.676 -2.355 0.10 0.17 -0.09 0.57
F -3.966 -1.293 -3.577 0.09 0.14 -0.24 -0.29
F -3.524 -3.021 -2.379 0.21 -0.39 0.07 -0.29
F -4.566 -1.353 -1.516 -0.09 0.16 0.29 -0.30
C 2.008 -0.469 -0.435 0.05 0.02 -0.04 -0.58
C 2.399 0.458 0.513 0.11 -0.13 0.14 -0.31
H 3.302 3.142 4.328 0.05 -0.03 0.07 0.37
H 2.436 4.489 3.560 0.00 -0.02 -0.01 0.36
H 1.548 3.292 4.511 -0.05 -0.02 0.07 0.35
H 2.296 0.964 3.757 0.06 0.14 -0.12 0.27
H 1.100 -1.031 3.268 -0.07 -0.01 0.11 0.34
H 0.434 -2.698 1.548 -0.10 -0.07 0.13 0.45
H -1.412 -3.644 -1.139 0.13 -0.25 -0.12 0.38
H -1.205 -0.923 -0.061 -0.26 0.01 0.03 0.13
H -2.662 -1.915 0.007 0.15 0.07 0.03 0.47
H -1.511 -1.355 -2.720 -0.26 0.06 0.07 0.40
H -2.965 0.792 -2.736 0.02 0.03 0.08 0.48
H -2.851 0.752 -0.972 -0.06 0.04 -0.06 0.35
H -1.045 2.053 -2.601 0.06 -0.05 -0.02 0.45
H -0.256 0.489 -2.454 0.07 0.09 -0.06 0.29
H 0.970 2.746 0.043 -0.27 -0.33 -0.08 0.65
H 2.239 -0.333 -1.479 0.04 0.12 -0.12 0.47
H 2.961 1.330 0.222 0.01 0.02 -0.03 0.53

---

37
Properties=species:S:1:pos:R:3:forces:R:3:mulliken_charge:R:1 method="wB97M-V/def2-TZVPD" homo_ev="-15.41 / -15.41" de_lowest_kcal_mol=0.0 lumo_energy_ev="-11.6 / -11.5" charge=+2
C 2.532 3.603 0.794 0.18 0.24 0.21 -0.66
C 3.553 2.494 0.472 0.36 0.48 0.17 -0.94
H 2.163 4.103 -0.111 0.03 -0.08 0.14 0.37
H 3.021 4.375 1.408 -0.06 -0.21 -0.29 0.38
H 1.668 3.312 1.419 0.62 0.05 -0.31 0.00
H 3.250 1.743 -0.274 0.03 0.12 0.03 0.34
H 4.437 2.971 0.028 -0.17 -0.21 0.10 0.35
H 3.884 1.973 1.375 -0.06 0.01 -0.12 0.30
C -2.418 1.657 -0.828 -0.14 -0.21 -0.03 0.15
C -3.742 1.439 -1.204 0.33 0.14 0.02 -0.92
C -4.059 0.248 -1.848 0.24 0.01 0.03 -0.44
C -3.056 -0.701 -2.035 0.54 0.29 0.23 -0.63
H -2.121 2.577 -0.323 -0.21 -0.17 -0.27 0.39
H -4.479 2.208 -0.984 0.09 -0.21 -0.16 0.42
H -5.072 0.050 -2.194 0.20 0.03 0.11 0.46
H -3.268 -1.653 -2.503 -0.15 0.17 0.06 0.30
N -1.444 0.750 -1.008 -0.18 -0.04 0.22 -0.10
C -1.752 -0.444 -1.582 -0.60 0.66 0.07 0.79
C -0.698 -1.471 -1.615 0.84 -1.00 0.00 0.35
N 0.456 -1.195 -0.963 -0.23 0.21 0.30 -0.04
C 1.392 -2.142 -0.819 -0.16 -0.35 -0.40 -0.09
C 0.093 -3.710 -2.094 0.21 0.26 0.15 -0.48
C 1.251 -3.421 -1.370 -0.09 0.42 0.10 -0.85
H 2.283 -1.866 -0.245 -0.26 -0.16 -0.26 0.43
H 2.039 -4.151 -1.224 -0.13 0.04 -0.06 0.44
C -0.885 -2.729 -2.215 0.00 0.72 0.28 -0.64
H -1.806 -2.905 -2.758 0.25 -0.23 0.01 0.37
H -0.052 -4.684 -2.555 0.06 0.18 0.12 0.46
Pb 0.756 1.279 0.133 -0.66 0.02 -1.94 1.10
I -0.730 2.630 2.336 -0.31 -0.77 0.02 0.07
C 0.684 -1.016 3.940 -0.29 -0.68 0.92 -0.67
O 1.060 -0.460 2.660 0.09 1.52 -3.05 -0.22
C 0.116 -0.407 1.723 -3.07 -3.84 5.40 0.61
O -0.917 -1.035 1.748 2.67 2.52 -1.63 -0.33
H -0.208 -0.514 4.325 0.16 -0.07 -0.14 0.35
H 1.547 -0.821 4.570 -0.07 0.00 -0.03 0.26
H 0.520 -2.088 3.822 -0.06 0.13 0.02 0.34

---

36
Properties=species:S:1:pos:R:3:forces:R:3:mulliken_spin:R:1 method="wB97M-V/def2-TZVPD" homo_ev="-5.85 / -7.56" multiplicity=3 lumo_energy_ev="-0.7 / -0.7"
C -1.135 2.714 4.188 -0.09 0.26 -0.22 0.01
C -1.835 3.716 3.264 -0.09 0.20 0.45 0.00
H -1.857 2.029 4.653 0.22 0.07 -0.14 0.00
H -0.584 3.227 4.983 -0.15 -0.04 -0.03 0.00
H -0.409 2.127 3.611 -0.80 0.70 0.71 0.00
H -2.153 3.251 2.320 0.08 0.13 0.22 0.00
H -2.722 4.121 3.770 0.08 0.02 -0.29 0.00
H -1.173 4.568 3.050 -0.18 -0.27 -0.14 0.00
C 0.754 -2.611 0.937 -0.32 -0.60 -0.58 -0.01
C 0.790 -3.963 0.617 0.10 0.08 0.02 0.00
C 0.350 -4.363 -0.643 -0.15 -0.04 -0.12 0.00
C -0.129 -3.421 -1.544 -0.10 0.75 -0.02 0.01
H 1.041 -2.202 1.900 0.02 -0.10 -0.11 0.02
H 1.136 -4.672 1.358 0.01 -0.03 -0.15 0.00
H 0.351 -5.413 -0.932 0.01 0.21 0.16 0.00
H -0.553 -3.689 -2.507 0.29 -0.27 0.22 0.00
N 0.300 -1.739 0.048 -0.50 1.58 -0.09 0.09
C -0.126 -2.062 -1.179 0.09 -1.51 0.73 0.00
C -0.615 -0.994 -2.066 -0.67 1.18 -1.15 0.01
N -0.657 0.263 -1.583 0.16 -0.29 1.06 0.04
C -0.951 1.320 -2.325 -0.33 -0.73 -0.88 0.01
C -1.335 -0.131 -4.209 -0.06 0.08 0.10 0.01
C -1.293 1.152 -3.667 0.18 0.26 0.19 0.01
H -0.910 2.293 -1.836 -0.07 -0.23 -0.18 0.00
H -1.512 2.028 -4.257 -0.05 -0.01 -0.15 0.00
C -1.029 -1.211 -3.398 0.46 -0.14 0.83 0.01
H -1.083 -2.227 -3.758 0.07 0.10 -0.27 0.00
H -1.588 -0.292 -5.260 0.00 0.10 0.41 0.00
Pd 0.147 0.498 0.442 -0.96 -0.88 -0.06 1.14
I 0.938 0.492 2.869 0.55 -0.95 0.88 0.15
C 3.196 1.078 0.554 0.80 -0.19 -0.66 0.14
C 2.036 0.552 -0.254 1.09 -0.05 -2.14 0.25
O 2.165 0.023 -1.349 0.52 0.54 1.22 0.13
H 3.405 0.330 1.334 -0.02 0.48 -0.17 0.00
H 2.982 2.055 0.999 -0.07 -0.39 0.08 -0.01
H 4.057 1.155 -0.132 -0.14 -0.02 0.27 0.00

---

no.,maximum force (eV/A)
1,1.06
2,7.30
3,2.40